Computed, not measured: a structure of composition C27H41CdNP2 in a non-equilibrium geometry, with ωB97M-V/def2-TZVPD.

Net charge: 0
Largest force on an atom (eV/Å): 2.2
HOMO level (spin up / spin down) (eV): -5.079 / -5.078
E_LUMO (spin up / spin down) (eV): -2.47 / -2.47
Calculated total energy (eV): -53286.5891
Gap between HOMO and LUMO (spin up / spin down) (eV): 2.605 / 2.604

Geometry as XYZ:
```
72
C27H41CdNP2 ωB97M-V/def2-TZVPD
P 0.92642 -3.05214 -0.58610
P 0.12470 1.49906 -0.03045
C 0.50324 -1.28224 -1.39896
C 0.99252 0.11867 -1.10971
H -0.54122 -1.30932 -1.81017
H 1.11498 -1.54731 -2.26180
H 2.03754 0.08016 -0.73695
H 0.95235 0.66727 -2.06976
C -1.12207 2.30995 -1.13661
H -1.73963 3.01390 -0.55685
H -1.78336 1.59119 -1.64590
H -0.58231 2.91074 -1.90629
C 1.37343 2.78806 -0.42713
H 1.12190 3.36634 -1.32476
H 2.35305 2.33562 -0.58048
H 1.41744 3.49398 0.40076
C -0.21949 -4.07392 -1.57042
H -0.37765 -4.99704 -1.00086
H 0.16087 -4.37500 -2.55976
H -1.19571 -3.59949 -1.68667
C 2.46652 -3.56597 -1.44771
H 3.12939 -2.69271 -1.53897
H 2.30144 -4.04336 -2.43426
H 2.95201 -4.31056 -0.79404
Cd -1.45629 -1.03148 0.07994
C 0.65484 1.01434 -4.18785
C -0.68221 0.94954 -4.01332
C -1.59997 0.22480 -4.94642
C -1.30355 -1.27208 -5.19205
C -0.46190 -1.96988 -4.17578
C 0.88493 -2.00430 -4.29036
C 1.71073 -1.15156 -5.21610
C 1.37606 0.35061 -5.32618
C -0.09639 -1.51958 1.75743
H 1.26559 1.76537 -3.64828
H -1.21947 1.69420 -3.42780
H -1.61236 0.67517 -5.95745
H -2.61589 0.30417 -4.53255
H -2.27021 -1.79231 -5.23609
H -0.83348 -1.37010 -6.18316
H -0.98243 -2.61469 -3.45737
H 1.48921 -2.82984 -3.87202
H 1.71338 -1.52537 -6.25724
H 2.74689 -1.21776 -4.85031
H 2.34385 0.86666 -5.41655
H 0.84667 0.53660 -6.27463
H 0.39182 -0.58123 2.07203
H 0.69795 -2.29411 1.64683
H -0.74056 -1.82179 2.59793
C -0.25533 5.08507 4.37931
C -0.39854 4.49543 3.11951
C -0.54913 3.11709 2.99157
C -0.62567 2.26586 4.14702
C -0.36416 2.89121 5.41633
C -0.22047 4.27156 5.51408
N -0.98382 0.97126 3.96758
C -0.99473 0.02539 4.95622
C 0.07237 -0.15930 5.88868
C -0.00326 -1.13355 6.88408
C -1.13770 -1.95304 6.99889
C -2.17930 -1.81469 6.06617
C -2.09096 -0.87848 5.04749
H -0.15299 6.16203 4.48454
H -0.36924 5.11697 2.22429
H -0.63787 2.63989 2.00185
H -0.32193 2.25053 6.30315
H -0.07117 4.69840 6.50045
H 0.96128 0.46733 5.79014
H 0.82762 -1.27374 7.58778
H -1.19860 -2.67418 7.82122
H -3.05239 -2.46716 6.13905
H -2.86760 -0.81515 4.29179
```

***

Computed, not measured: a cluster of 9 separate species, C27H41Cl16N2O2P in total in a non-equilibrium geometry, with ωB97M-V/def2-TZVPD.

Net charge: 0
Largest force on an atom (eV/Å): 2.8
HOMO level (eV): -8.240
E_LUMO (eV): -0.55
Calculated total energy (eV): -245382.2161
Gap between HOMO and LUMO (eV): 7.693

Geometry as XYZ:
```
89
C27H41Cl16N2O2P ωB97M-V/def2-TZVPD
C 1.41308 4.84197 -4.01307
C 0.63818 3.93540 -4.06265
N -0.27057 2.93804 -3.70311
C -0.60207 3.07474 -2.31966
O -0.87803 4.08302 -1.75510
C -0.47541 1.64326 -1.80461
C -0.71298 1.08635 -0.54139
P -1.25293 2.24056 0.80955
N 0.03299 2.54240 1.69994
C -0.53402 -0.30141 -0.32065
C -0.10289 -1.19459 -1.34572
C 0.01033 -2.70288 -1.00456
C -0.80144 -3.58410 -2.03518
C 1.46560 -3.23869 -0.76147
C 2.46976 -2.20118 -0.16986
C 0.15244 -0.61386 -2.63149
C 0.60866 -1.45348 -3.83101
C 2.10530 -1.87457 -3.81979
C 3.11159 -0.70822 -4.07326
C 4.52960 -1.39523 -4.18022
C 3.22924 0.28077 -2.84851
C -0.03313 0.74758 -2.81914
C 0.12405 1.61135 -4.06804
O 0.45148 1.35116 -5.18422
H 2.14720 5.60114 -3.87014
H -2.25917 1.64271 1.61197
H -1.72945 3.45673 0.27135
H -0.12660 2.21670 2.65230
H -0.73276 -0.71563 0.67460
H -0.53211 -2.84152 -0.04298
H -1.51632 -2.88694 -2.51724
H -0.09744 -3.88188 -2.82979
H -1.31689 -4.43012 -1.56089
H 1.83107 -3.74921 -1.67529
H 1.39236 -4.06395 -0.00338
H 3.03330 -2.71887 0.63764
H 3.22559 -1.93145 -0.92501
H 1.99433 -1.33174 0.31346
H 0.48694 -0.80955 -4.72670
H -0.03412 -2.32938 -4.02872
H 2.23545 -2.57567 -4.67373
H 2.43564 -2.39790 -2.90841
H 2.93011 -0.16757 -5.02084
H 5.26580 -0.76937 -4.71019
H 4.90165 -1.55965 -3.14620
H 4.44337 -2.40287 -4.63627
H 2.67008 1.21810 -3.00494
H 4.30033 0.48874 -2.68923
H 2.84741 -0.21136 -1.93658
Cl 0.21264 9.44930 -1.53053
C 1.02292 7.88517 -1.34291
Cl 0.94847 6.92851 -2.83398
H 2.06350 8.05777 -1.08877
H 0.53408 7.33012 -0.54852
Cl -2.71155 -3.59186 3.15175
C -3.32343 -2.06164 3.77011
Cl -1.98680 -0.97354 4.16969
H -3.94966 -1.59715 3.01421
H -3.90221 -2.24771 4.66786
Cl -5.87944 -2.55202 6.87329
C -5.53474 -0.85103 7.21645
Cl -3.99278 -0.35253 6.51289
H -6.32719 -0.24075 6.79589
H -5.49106 -0.71144 8.29240
Cl 0.32122 -3.42842 3.33812
C 1.20607 -4.93848 3.15001
Cl 1.09520 -5.60281 1.51282
H 2.25222 -4.76826 3.38297
H 0.78620 -5.66142 3.84181
Cl -0.75011 -5.44043 -5.21666
C -2.47707 -5.81297 -5.27698
Cl -3.37314 -4.97670 -4.00169
H -2.86765 -5.50111 -6.23990
H -2.60835 -6.88268 -5.15256
Cl -3.06017 10.54074 -4.34906
C -2.24325 8.98347 -4.15647
Cl -2.31236 8.03004 -5.64348
H -1.20488 9.16123 -3.90210
H -2.72898 8.42855 -3.36064
Cl -0.79431 1.80625 7.09108
C -1.15859 1.28799 8.74234
Cl -1.98733 -0.27570 8.76006
H -0.22943 1.19372 9.29281
H -1.79779 2.02962 9.21025
Cl 2.08488 0.14040 9.91647
C 1.86035 -1.33388 8.96242
Cl 2.90196 -2.63982 9.53693
H 0.82461 -1.64845 9.04335
H 2.10341 -1.11998 7.92671
```

***

Computed, not measured: a structure of composition C27H41IrO3Se2 in a non-equilibrium geometry, with ωB97M-V/def2-TZVPD.

Net charge: +3
Energy relative to the best compared isomer or geometry (same formula, charge and spin) (kJ/mol): 72.1
Spin multiplicity: 2
Largest force on an atom (eV/Å): 1.5
HOMO level (spin up / spin down) (eV): -16.358 / -16.347
E_LUMO (spin up / spin down) (eV): -10.07 / -12.41
Calculated total energy (eV): -168311.4206
Gap between HOMO and LUMO (spin up / spin down) (eV): 6.285 / 3.937

Geometry as XYZ:
```
74
C27H41IrO3Se2 ωB97M-V/def2-TZVPD
Ir -0.24812 0.17821 -0.02891
C -1.02931 -0.62152 4.16526
C -1.41070 -0.03076 2.85422
C -0.46491 0.89046 2.20044
C -0.94087 1.81933 1.25355
C -0.34101 3.17722 1.06228
C -2.07753 1.40006 0.53729
C -2.94594 0.39434 1.09048
C -4.25075 0.15121 0.42062
C -2.62019 -0.24504 2.29202
H 0.03209 -0.86305 4.22839
H -1.63616 -1.48769 4.42045
H -1.21376 0.13519 4.93703
H 0.43600 1.12468 2.75550
H -0.63337 3.60359 0.10551
H 0.74232 3.17847 1.14572
H -0.72945 3.82540 1.85007
H -2.44215 2.00661 -0.28336
H -4.17081 0.21210 -0.66494
H -4.94045 0.94382 0.73157
H -4.69601 -0.79758 0.71378
H -3.33441 -0.91560 2.75240
C 2.99608 1.35648 0.44756
Se 2.20153 -0.33621 -0.01077
C 2.79050 -0.40184 -1.87411
C 2.91691 -1.84762 -2.36167
Se 1.23661 -2.78969 -2.45803
C 1.92925 -4.55619 -2.69080
H 2.63634 2.14333 -0.20920
H 4.07280 1.22672 0.35872
H 2.73908 1.54230 1.48579
H 3.77400 0.06358 -1.89507
H 2.12808 0.19061 -2.50257
H 3.58586 -2.46445 -1.75771
H 3.28494 -1.87468 -3.39996
H 1.08891 -5.23593 -2.80965
H 2.53134 -4.80406 -1.81178
H 2.55794 -4.54531 -3.58936
C 0.12915 3.03711 -7.74200
C 0.08275 2.47502 -6.35649
C -0.48738 1.23560 -6.09363
C -0.56637 0.70342 -4.81522
C -1.25464 -0.62585 -4.67680
C -0.03454 1.45700 -3.73058
C 0.55241 2.73086 -3.97864
C 1.13412 3.62298 -2.91626
C 0.59682 3.19790 -5.28414
C -0.11254 0.94403 -2.37510
O 0.24878 1.61642 -1.33655
O -0.46322 -0.24470 -2.05950
H -0.16893 2.30659 -8.48987
H 1.12823 3.40414 -7.97773
H -0.54401 3.89404 -7.81325
H -0.90427 0.66735 -6.91608
H -1.58730 -0.97059 -5.65251
H -2.11551 -0.59017 -4.01302
H -0.57776 -1.37898 -4.26383
H 1.93080 3.13333 -2.35596
H 0.37357 3.93588 -2.20212
H 1.54781 4.51632 -3.37783
H 1.04258 4.16715 -5.47247
C -2.15457 -3.77170 1.04140
C -0.73338 -4.12736 1.48169
C -0.06970 -2.76085 1.63443
O -0.83337 -1.86650 0.79568
C -1.90345 -2.58017 0.14490
H -2.76062 -3.47568 1.89793
H -2.66286 -4.58936 0.53496
H -0.23525 -4.72102 0.70885
H -0.70175 -4.70292 2.40366
H -0.11454 -2.38802 2.65166
H 0.97371 -2.74081 1.30425
H -1.57690 -2.87504 -0.85999
H -2.73911 -1.89744 0.05383
```

***

Computed, not measured: a structure of composition C27H41IrO3Se2, with ωB97M-V/def2-TZVPD.

Net charge: +3
Energy relative to the best compared isomer or geometry (same formula, charge and spin) (kJ/mol): 50.9
Spin multiplicity: 2
Largest force on an atom (eV/Å): 0.8
HOMO level (spin up / spin down) (eV): -16.430 / -16.420
E_LUMO (spin up / spin down) (eV): -9.97 / -12.48
Calculated total energy (eV): -168311.6400
Gap between HOMO and LUMO (spin up / spin down) (eV): 6.460 / 3.937

Geometry as XYZ:
```
74
C27H41IrO3Se2 ωB97M-V/def2-TZVPD
Ir -0.00340 -0.59396 0.96392
C 0.76292 -1.55088 5.12702
C 1.04275 -1.70396 3.67403
C -0.05528 -2.07109 2.79143
C 0.22778 -2.69283 1.56187
C -0.67361 -3.71375 0.94452
C 1.47541 -2.33738 0.97719
C 2.53720 -1.83768 1.79299
C 3.89291 -1.69971 1.19616
C 2.31268 -1.60517 3.15833
H -0.21630 -1.11363 5.32240
H 1.54192 -0.99495 5.64445
H 0.73886 -2.55528 5.56712
H -1.01139 -2.26575 3.26298
H -0.46465 -3.84469 -0.11329
H -1.72849 -3.48101 1.08164
H -0.47945 -4.66359 1.44863
H 1.71035 -2.69367 -0.01905
H 3.85010 -1.35587 0.16261
H 4.35445 -2.69371 1.17729
H 4.54198 -1.05290 1.78291
H 3.14418 -1.34038 3.79961
C -3.40744 -1.15285 1.15274
Se -2.26147 0.39935 1.29588
C -2.78776 1.25605 -0.39026
C -2.58645 2.76700 -0.35031
Se -0.72824 3.30358 -0.23040
C -1.00857 5.17821 0.09688
H -3.19112 -1.69407 0.23617
H -4.43065 -0.78260 1.16708
H -3.23375 -1.76402 2.03390
H -3.85136 1.04194 -0.49415
H -2.26948 0.79000 -1.22513
H -3.11491 3.25284 0.47151
H -2.94243 3.21272 -1.28682
H -0.03311 5.65631 0.14303
H -1.55407 5.29302 1.03440
H -1.59418 5.58075 -0.73226
C -0.58885 -0.42326 -7.22189
C -0.50280 -0.41614 -5.73001
C 0.32163 0.48044 -5.05518
C 0.43705 0.49096 -3.67667
C 1.39947 1.48012 -3.07777
C -0.32399 -0.45135 -2.92505
C -1.17042 -1.38235 -3.59723
C -2.00472 -2.42762 -2.90641
C -1.23820 -1.33160 -4.97685
C -0.21355 -0.47750 -1.49607
O -0.75163 -1.37917 -0.73038
O 0.37766 0.42249 -0.77905
H -0.08692 0.43352 -7.66416
H -1.62862 -0.43707 -7.54932
H -0.12359 -1.33157 -7.61176
H 0.90695 1.18604 -5.63131
H 1.87958 2.04777 -3.87075
H 2.17601 0.99868 -2.48500
H 0.88863 2.18692 -2.41729
H -2.69907 -1.99064 -2.18704
H -1.38343 -3.14595 -2.37193
H -2.58796 -2.97343 -3.64354
H -1.88063 -2.03466 -5.49262
C 2.60296 2.27281 3.09894
C 1.26794 2.75340 3.67506
C 0.32944 1.58332 3.41746
O 0.93038 0.84402 2.30493
C 2.15885 1.50562 1.87555
H 3.11175 1.60837 3.79878
H 3.27836 3.09048 2.85705
H 0.92838 3.64590 3.14547
H 1.32483 3.00180 4.73221
H 0.25960 0.90811 4.26411
H -0.67499 1.89065 3.12560
H 1.92879 2.16154 1.03137
H 2.84516 0.73299 1.54375
```